ORCA calculation (the ωB97M-V functional and the def2-TZVPD basis) on a molecular structure, C63H48N10ORuTe in a non-equilibrium geometry.

Last column: Mulliken spin population.
Geometry (Å):
1 Ru 0.22 -0.52 0.54  1.02
2 C -0.96 0.73 6.85  -0.03
3 C -0.23 1.90 6.60  0.04
4 C 0.17 2.22 5.31  -0.04
5 C -0.17 1.36 4.29  0.05
6 C 0.13 1.37 2.85  -0.04
7 N 0.77 2.32 2.29  0.18
8 C 0.89 2.45 0.87  -0.09
9 C 2.06 3.33 0.45  0.04
10 C 2.35 4.64 0.78  -0.01
11 C 3.35 5.28 0.05  0.02
12 C 4.03 4.62 -0.98  -0.01
13 C 3.76 3.30 -1.28  0.02
14 C 2.77 2.66 -0.54  -0.01
15 C 2.24 1.29 -0.62  0.05
16 N 2.86 0.36 -1.34  0.06
17 C 2.50 -0.92 -1.35  0.25
18 N 1.42 -1.51 -0.73  -0.02
19 C 1.50 -2.87 -0.89  0.25
20 N 0.66 -3.80 -0.41  0.13
21 C -0.26 -3.52 0.49  0.16
22 N -0.44 -2.34 1.14  -0.02
23 C -1.38 -2.50 2.14  0.26
24 N -1.62 -1.69 3.15  -0.05
25 C -1.02 -0.51 3.27  0.13
26 N -0.38 0.20 2.30  0.09
27 C -0.92 0.19 4.53  -0.02
28 C -1.31 -0.13 5.83  0.05
29 C -1.91 -3.84 2.05  0.05
30 C -2.91 -4.49 2.77  0.06
31 C -3.20 -5.80 2.43  -0.01
32 C -2.50 -6.45 1.41  0.07
33 C -1.48 -5.82 0.72  -0.02
34 C -1.19 -4.50 1.04  0.07
35 C 2.68 -3.18 -1.64  0.05
36 C 3.31 -4.38 -1.98  0.02
37 C 4.53 -4.33 -2.61  0.03
38 C 5.14 -3.10 -2.94  0.05
39 C 4.52 -1.90 -2.62  0.00
40 C 3.30 -1.95 -1.95  0.07
41 N 1.18 1.16 0.17  0.10
42 H -1.22 0.48 7.87  0.00
43 H 0.02 2.55 7.43  0.00
44 H 0.74 3.11 5.10  0.00
45 H 1.79 5.14 1.55  0.00
46 H 3.58 6.31 0.27  0.00
47 H 4.78 5.17 -1.55  0.00
48 H 4.27 2.77 -2.07  0.00
49 H -1.86 -1.04 6.02  0.00
50 H -3.44 -3.97 3.55  0.01
51 H -3.98 -6.33 2.96  0.00
52 H -2.78 -7.47 1.15  0.01
53 H -0.94 -6.32 -0.07  0.00
54 H 2.84 -5.33 -1.73  0.01
55 H 5.05 -5.25 -2.85  0.01
56 H 6.11 -3.11 -3.41  0.01
57 H 4.97 -0.94 -2.85  0.01
58 C -0.41 1.93 -8.93  0.00
59 C -0.55 1.99 -7.43  0.00
60 C -1.69 2.47 -6.82  0.00
61 C -1.84 2.46 -5.43  0.00
62 C -3.11 3.03 -4.87  0.00
63 C -0.82 1.94 -4.61  0.00
64 Te -1.02 1.49 -2.42  0.00
65 N -0.28 3.07 0.29  0.04
66 C -0.78 4.16 0.86  0.00
67 O -0.44 4.75 1.90  0.00
68 C -1.93 4.76 0.08  0.00
69 C -3.15 4.96 0.73  0.00
70 C -4.21 5.54 0.05  0.00
71 C -4.04 5.99 -1.25  0.00
72 C -2.82 5.84 -1.88  0.00
73 C -1.77 5.21 -1.22  0.00
74 C -3.03 0.86 -2.85  0.01
75 C -4.04 1.48 -2.12  0.00
76 C -5.36 1.09 -2.26  0.00
77 C -5.69 0.08 -3.15  0.00
78 C -4.69 -0.53 -3.89  0.01
79 C -3.35 -0.16 -3.75  -0.01
80 C -2.32 -0.84 -4.60  0.00
81 C 0.37 1.53 -5.24  0.00
82 C 1.53 1.04 -4.43  0.01
83 C 0.49 1.55 -6.62  0.00
84 H -1.12 2.60 -9.42  0.00
85 H -0.60 0.92 -9.29  0.00
86 H 0.60 2.21 -9.24  0.00
87 H -2.50 2.85 -7.42  0.00
88 H -3.41 3.91 -5.44  0.00
89 H -2.98 3.31 -3.83  0.00
90 H -3.93 2.31 -4.92  0.00
91 H -3.25 4.64 1.75  0.00
92 H -5.17 5.66 0.54  0.00
93 H -4.87 6.45 -1.78  0.00
94 H -2.68 6.21 -2.88  0.00
95 H -0.81 5.08 -1.71  0.00
96 H -3.79 2.29 -1.45  0.00
97 H -6.14 1.58 -1.68  0.00
98 H -6.72 -0.24 -3.27  0.00
99 H -4.94 -1.32 -4.59  0.00
100 H -2.61 -1.87 -4.82  0.00
101 H -1.35 -0.84 -4.09  0.00
102 H -2.19 -0.31 -5.54  0.00
103 H 1.29 0.07 -3.96  0.00
104 H 1.76 1.73 -3.62  0.00
105 H 2.42 0.91 -5.04  0.00
106 H 1.40 1.19 -7.08  0.00
107 C -2.23 -2.65 -1.53  0.05
108 C -3.13 -1.83 -0.65  0.06
109 C -4.44 -2.26 -0.46  0.00
110 C -5.32 -1.53 0.33  0.01
111 C -4.88 -0.37 0.93  0.01
112 C -3.58 0.08 0.77  0.03
113 C -3.17 1.36 1.44  0.05
114 C -2.67 -0.64 -0.05  -0.07
115 N -1.43 -0.13 -0.36  0.78
116 H -2.71 -2.86 -2.49  0.00
117 H -1.99 -3.61 -1.07  0.00
118 H -1.29 -2.12 -1.71  -0.02
119 H -4.77 -3.16 -0.94  0.00
120 H -6.34 -1.86 0.45  0.00
121 H -5.55 0.23 1.54  0.00
122 H -3.99 2.07 1.40  0.00
123 H -2.29 1.78 0.97  -0.02
124 H -2.94 1.18 2.50  -0.01

Computed properties:
Energy above the lowest of the compared OMol25 structures with the same formula, charge and spin in eV: 0.000
HOMO-LUMO gap (spin up / spin down) in Ha: 0.1653 / 0.1817
Total energy in hartree: -3415.3951
Spin multiplicity: 5
Total charge: -2

=====

ORCA calculation (the ωB97M-V functional and the def2-TZVPD basis) on a molecular structure, C63H57N6O6SiY in a non-equilibrium geometry.

Last column: Mulliken charge in e.
Geometry (Å):
1 Y -0.32 -0.87 -1.14  0.60
2 C -2.11 2.87 -10.12  -0.80
3 O -1.46 3.68 -9.15  -0.51
4 C -1.32 3.03 -7.93  0.46
5 C -0.06 2.60 -7.53  -0.79
6 C 0.11 1.94 -6.33  -0.54
7 C -0.98 1.67 -5.48  0.16
8 C -2.23 2.14 -5.89  -0.30
9 C -2.41 2.81 -7.10  -0.72
10 C -0.81 0.88 -4.24  0.92
11 C -1.62 -0.24 -4.07  0.31
12 C -2.41 -0.83 -5.14  -1.74
13 C -2.89 -2.01 -4.68  -1.90
14 C -2.43 -2.16 -3.31  0.54
15 N -1.66 -1.06 -2.97  0.86
16 C -2.66 -3.25 -2.49  0.27
17 C -2.01 -3.41 -1.19  0.50
18 C -2.53 -4.08 -0.08  -1.32
19 C -1.50 -4.17 0.86  -0.59
20 C -0.38 -3.55 0.29  0.58
21 C 0.98 -3.53 0.79  0.95
22 C 1.37 -4.57 1.76  -0.29
23 C 0.93 -5.89 1.65  -0.88
24 C 1.28 -6.86 2.57  -0.58
25 C 2.09 -6.54 3.65  0.80
26 O 2.47 -7.43 4.63  -0.47
27 C 1.80 -8.66 4.65  -0.89
28 C 2.56 -5.24 3.77  -1.05
29 C 2.21 -4.27 2.85  0.18
30 C 1.95 -2.65 0.32  0.17
31 N 1.73 -1.47 -0.37  0.94
32 C 2.96 -0.96 -0.72  -0.59
33 C 3.19 0.21 -1.45  0.83
34 C 4.56 0.74 -1.55  0.33
35 C 5.41 0.80 -0.43  0.27
36 C 6.71 1.26 -0.51  -1.06
37 C 7.20 1.72 -1.72  0.46
38 O 8.50 2.22 -1.76  -0.50
39 C 9.36 1.51 -2.62  -0.82
40 C 6.39 1.71 -2.84  -0.78
41 C 5.09 1.22 -2.75  -0.43
42 C 2.14 0.91 -2.17  0.25
43 C 2.20 2.22 -2.67  -1.14
44 C 1.05 2.42 -3.43  -1.02
45 C 0.32 1.22 -3.40  0.03
46 N 0.97 0.31 -2.58  -0.38
47 C 3.99 -1.88 -0.28  -1.36
48 C 3.37 -2.90 0.37  -1.72
49 N -0.71 -3.06 -0.95  -0.76
50 C -3.40 -4.42 -2.99  -0.17
51 C -4.63 -4.36 -3.66  -0.53
52 C -5.22 -5.48 -4.21  -0.66
53 C -4.63 -6.73 -4.08  0.84
54 O -5.27 -7.79 -4.67  -0.48
55 C -4.51 -8.96 -4.83  -0.84
56 C -3.44 -6.83 -3.36  -0.52
57 C -2.85 -5.70 -2.82  -0.54
58 H -1.98 3.36 -11.08  0.26
59 H -3.19 2.77 -9.91  0.27
60 H -1.68 1.87 -10.16  0.32
61 H 0.78 2.78 -8.19  0.40
62 H 1.09 1.60 -6.04  0.54
63 H -3.08 1.99 -5.24  0.45
64 H -3.38 3.17 -7.39  0.40
65 H -2.53 -0.43 -6.13  0.46
66 H -3.46 -2.73 -5.24  0.48
67 H -3.55 -4.45 0.02  0.56
68 H -1.56 -4.61 1.84  0.66
69 H 0.31 -6.16 0.80  0.53
70 H 0.92 -7.88 2.44  0.39
71 H 0.71 -8.52 4.64  0.37
72 H 2.09 -9.16 5.58  0.25
73 H 2.08 -9.30 3.81  0.30
74 H 3.20 -5.00 4.62  0.43
75 H 2.56 -3.26 2.97  0.64
76 H 5.03 0.49 0.54  0.17
77 H 7.34 1.30 0.36  0.45
78 H 10.37 1.89 -2.45  0.26
79 H 9.11 1.66 -3.68  0.28
80 H 9.34 0.44 -2.41  0.32
81 H 6.76 2.07 -3.79  0.33
82 H 4.47 1.20 -3.64  0.50
83 H 2.98 2.95 -2.49  0.72
84 H 0.77 3.32 -3.95  0.57
85 H 5.04 -1.79 -0.48  0.58
86 H 3.83 -3.78 0.79  0.58
87 H -5.14 -3.40 -3.74  0.59
88 H -6.16 -5.42 -4.74  0.38
89 H -3.56 -8.76 -5.34  0.36
90 H -5.11 -9.64 -5.45  0.25
91 H -4.30 -9.45 -3.88  0.28
92 H -2.96 -7.79 -3.22  0.31
93 H -1.92 -5.80 -2.28  0.51
94 C -1.95 3.35 -1.62  -1.85
95 C -1.13 2.33 -0.87  1.05
96 O -1.53 1.15 -0.85  -0.55
97 C 0.06 2.78 -0.25  -1.63
98 C 0.86 2.07 0.63  1.94
99 C 2.29 2.49 0.81  -1.96
100 N 0.42 1.09 1.44  1.56
101 N -0.92 1.13 1.91  -1.12
102 C -1.66 0.07 1.65  -0.40
103 O -1.42 -0.89 0.88  -0.07
104 C -2.91 0.01 2.49  0.22
105 C -3.67 -1.15 2.44  -0.10
106 C -4.79 -1.29 3.26  -0.87
107 C -5.14 -0.27 4.13  -0.36
108 C -4.38 0.89 4.19  -0.85
109 C -3.27 1.03 3.37  -0.35
110 H -2.53 2.85 -2.40  0.22
111 H -2.64 3.83 -0.92  0.50
112 H -1.31 4.11 -2.07  0.38
113 H 0.47 3.71 -0.61  0.26
114 H 2.45 2.87 1.83  0.46
115 H 2.94 1.63 0.66  -0.10
116 H 2.56 3.25 0.09  0.48
117 H -3.37 -1.93 1.75  0.40
118 H -5.38 -2.20 3.21  0.41
119 H -6.01 -0.39 4.78  0.36
120 H -4.66 1.68 4.87  0.38
121 H -2.66 1.92 3.41  0.41
122 C 3.04 -0.09 2.58  -0.55
123 Si 1.23 0.35 2.85  0.50
124 C 1.11 1.62 4.26  -1.44
125 C 0.38 -1.23 3.43  -0.86
126 H 3.34 -0.77 3.38  0.63
127 H 3.71 0.78 2.63  0.52
128 H 3.20 -0.60 1.63  -0.24
129 H 1.11 1.11 5.23  0.38
130 H 0.19 2.18 4.16  0.34
131 H 1.95 2.33 4.26  0.32
132 H 1.06 -1.80 4.07  0.43
133 H 0.09 -1.87 2.60  -0.02
134 H -0.52 -1.00 4.00  0.45

Computed properties:
Energy above the lowest of the compared OMol25 structures with the same formula, charge and spin in eV: 0.000
HOMO-LUMO gap (spin up / spin down) in Ha: 0.1419 / 0.1419
Total energy in hartree: -3542.9476
Total charge: -2